#a
8
Properties=species:S:1:pos:R:3 method="wB97M-V/def2-TZVPD" orbital_gap_ev=8.310 homo_energy_ev=-9.2 total_charge=0
C -0.3456 0.0446 -0.0621
C 0.1431 -0.1506 -1.2502
C 0.2281 0.1623 1.2083
H -0.2982 -0.1392 -2.2308
H 1.2796 -0.3607 -1.3199
H 0.9670 0.9402 1.3270
F -1.7253 0.4260 0.0754
S -0.2486 -0.9226 2.2524

=====

#b
8
Properties=species:S:1:pos:R:3 method="wB97M-V/def2-TZVPD" orbital_gap_ev=8.046 homo_energy_ev=-8.9 total_charge=0
C -0.8970 0.0471 -0.9393
C 0.2223 -0.6447 -0.7231
C 0.9861 -0.4545 0.4820
H -1.3644 0.7195 -0.2255
H 0.5553 -1.3745 -1.4481
H 1.8944 -1.0888 0.4626
F -1.6262 -0.1344 -2.0733
S 0.7301 0.5792 1.6846

=====

What is the stability order? It is #b, #a, from most stable to least stable.

=====

#a
24
Properties=species:S:1:pos:R:3 method="wB97M-V/def2-TZVPD" multiplicity=2 orbital_gap_ev="2.322 / 9.960" homo_energy_ev="0.6 / -7.1" total_charge=-1 s2=0.750
O -1.8009 1.5718 -2.6358
H -2.3322 0.8515 -2.2965
H -1.9748 1.5757 -3.5771
O 0.8538 2.6668 -2.1033
H 1.0034 3.0808 -2.9533
H 0.2731 1.9301 -2.2940
O 2.8967 -1.4195 1.0852
H 2.3549 -1.0156 1.7631
H 2.4873 -2.2699 0.9258
O -0.1195 -0.2807 0.2058
H -0.6577 0.2548 -0.3770
H 0.4985 0.3370 0.5967
O -2.6891 -0.6993 -1.4208
H -2.5694 -1.5723 -1.7949
H -2.5477 -0.8192 -0.4817
O 1.6567 1.3865 1.3044
H 2.3634 1.7901 0.8005
H 1.6630 1.8512 2.1412
O -1.3554 -2.8395 0.4925
H -2.2039 -2.4236 0.6450
H -0.7815 -2.1223 0.2231
O 1.2510 -0.8257 3.0490
H 1.3707 -0.4215 3.9084
H 0.3597 -0.5874 2.7938

=====

#b
24
Properties=species:S:1:pos:R:3 method="wB97M-V/def2-TZVPD" multiplicity=2 orbital_gap_ev="2.159 / 10.270" homo_energy_ev="0.6 / -7.7" total_charge=-1 s2=0.750
O -0.5619 0.1071 -0.2299
H 0.3244 0.4580 -0.1427
H -0.6636 -0.4772 0.5214
O 1.7039 3.4282 0.0640
H 1.1224 3.1543 0.7732
H 1.6306 4.3825 0.0486
O 0.1368 -2.7336 0.2500
H 0.1465 -2.2702 -0.5875
H -0.2617 -3.5808 0.0509
O -1.9348 -0.0071 -2.8127
H -1.5564 0.0941 -1.9393
H -1.8280 -0.9368 -3.0142
O 1.5975 -1.6198 -1.9313
H 2.4781 -1.9745 -2.0540
H 1.7400 -0.7210 -1.6346
O 2.1049 0.7892 -0.6528
H 1.9204 1.7263 -0.7165
H 3.0577 0.7367 -0.5778
O -1.6197 1.3607 3.0422
H -1.5189 1.8294 2.2137
H -1.6193 0.4357 2.7962
O -1.9764 -1.0407 2.1189
H -2.3491 -1.6325 1.4654
H -2.0733 -1.5079 2.9487

=====

What is the stability order? It is #b, #a, from most stable to least stable.

=====

#a
112
Properties=species:S:1:pos:R:3 method="wB97M-V/def2-TZVPD" orbital_gap_ev="5.192 / 6.080" homo_energy_ev="-5.3 / -5.5" total_charge=-1
Sn 0.3651 0.0037 0.1373
Cl 3.0792 3.2572 6.0197
C 2.0427 2.3884 4.9657
C 1.1625 1.4279 5.5027
Cl 1.1645 1.1443 7.1934
C 0.3096 0.7211 4.6834
Cl -0.7603 -0.4544 5.3385
C 0.2626 0.9424 3.2829
O -0.5190 0.3419 2.5086
C 1.1915 1.9420 2.7182
O 1.1731 2.1450 1.4879
C 2.0618 2.6276 3.6111
Cl 3.1350 3.7867 2.9389
Br -6.7579 1.9165 -0.0361
C -4.9072 1.5075 -0.1695
C -4.4965 0.1934 -0.2999
C -3.1288 -0.0343 -0.3794
N -2.2364 0.9303 -0.3356
C -2.6319 2.1941 -0.2256
C -3.9820 2.5362 -0.1441
C -1.5576 3.1987 -0.2327
C -1.7499 4.5052 0.2107
C -0.6742 5.3710 0.1523
Br -0.9229 7.1782 0.6882
C 0.5545 4.9321 -0.3083
C 0.6338 3.6089 -0.7236
N -0.3883 2.7817 -0.7035
H -5.2013 -0.6219 -0.3412
H -2.7323 -1.0333 -0.4755
H -4.3093 3.5624 -0.0809
H -2.6969 4.8375 0.6062
H 1.4163 5.5801 -0.3382
H 1.5605 3.1919 -1.0877
C 0.0486 -0.0834 -8.8740
C 0.0189 -0.0371 -7.3760
C -1.1805 0.0304 -6.6800
C -1.2143 0.1342 -5.3009
C -2.5291 0.2000 -4.5867
C -0.0067 0.1936 -4.5825
Se -0.0784 0.6496 -2.7042
C 1.2118 0.0526 -5.2659
C 2.5284 0.0157 -4.5539
C 1.2001 -0.0545 -6.6485
H -0.9585 -0.0535 -9.2822
H 0.5399 -0.9913 -9.2214
H 0.6086 0.7669 -9.2631
H -2.1128 0.0131 -7.2294
H -3.3539 0.0798 -5.2853
H -2.6317 1.1576 -4.0750
H -2.5813 -0.5819 -3.8291
H 2.3854 -0.0663 -3.4792
H 3.0952 0.9231 -4.7615
H 3.1196 -0.8331 -4.8964
H 2.1419 -0.1417 -7.1749
C 2.4400 -5.9019 3.4176
C 2.6936 -4.5849 2.7434
C 2.7451 -4.4875 1.3599
C 3.0480 -3.2892 0.7280
C 3.0933 -3.1903 -0.7659
C 3.2835 -2.1619 1.5079
C 3.1832 -2.2167 2.8927
C 3.3692 -0.9785 3.7189
C 2.9028 -3.4363 3.4941
C 3.6488 -0.8512 0.8183
O 4.8078 -0.4738 0.8558
O 2.6766 -0.2685 0.2393
H 2.0350 -6.6257 2.7152
H 1.7361 -5.7892 4.2387
H 3.3698 -6.2971 3.8286
H 2.5320 -5.3592 0.7567
H 3.1187 -4.1737 -1.2309
H 3.9588 -2.6104 -1.0835
H 2.1999 -2.6669 -1.1084
H 2.9950 -0.1113 3.1766
H 4.4270 -0.8116 3.9203
H 2.8406 -1.0568 4.6672
H 2.8423 -3.4841 4.5732
O -0.4936 -2.1839 -0.2026
Si -1.1540 -3.5631 -0.5468
C -0.7522 -5.0392 0.6035
C -0.8886 -4.8811 1.9792
C -0.8118 -5.9590 2.8426
C -0.5669 -7.2312 2.3505
C -0.3603 -7.4001 0.9928
C -0.4553 -6.3150 0.1381
C -0.7445 -4.0454 -2.3461
C -1.1628 -5.2321 -2.9375
C -0.8001 -5.5532 -4.2332
C -0.0390 -4.6705 -4.9811
C 0.3570 -3.4661 -4.4242
C 0.0131 -3.1751 -3.1170
C -3.0717 -3.4910 -0.4130
C -3.6653 -3.2732 0.8270
C -5.0379 -3.2040 0.9783
C -5.8630 -3.3506 -0.1239
C -5.2962 -3.5713 -1.3679
C -3.9194 -3.6387 -1.5057
H -1.0560 -3.8934 2.3795
H -0.9507 -5.8105 3.9066
H -0.5182 -8.0818 3.0194
H -0.1316 -8.3833 0.5981
H -0.2837 -6.4740 -0.9161
H -1.7883 -5.9158 -2.3803
H -1.1137 -6.4967 -4.6608
H 0.2373 -4.9186 -5.9962
H 0.9297 -2.7568 -5.0057
H 0.3352 -2.2414 -2.6751
H -3.0328 -3.1526 1.6926
H -5.4674 -3.0352 1.9581
H -6.9396 -3.3032 -0.0125
H -5.9335 -3.6905 -2.2349
H -3.4930 -3.8125 -2.4849

=====

#b
112
Properties=species:S:1:pos:R:3 method="wB97M-V/def2-TZVPD" orbital_gap_ev="6.157 / 4.834" homo_energy_ev="-5.2 / -4.5" total_charge=-1
Sn 0.3492 1.4084 0.2487
Cl 2.5013 3.3443 6.9205
C 1.6869 2.6909 5.5484
C 0.9972 1.4449 5.6777
Cl 1.0048 0.6424 7.2007
C 0.3342 0.8927 4.6121
Cl -0.5275 -0.5914 4.7564
C 0.3104 1.5429 3.3445
O -0.3345 1.0904 2.3508
C 1.0407 2.8085 3.1920
O 1.0570 3.3574 2.0808
C 1.7119 3.3455 4.3544
Cl 2.5418 4.8321 4.1357
Br -6.6408 3.7455 1.5222
C -4.8721 3.2670 1.0470
C -4.6101 2.0077 0.5482
C -3.2901 1.7202 0.2260
N -2.2995 2.5883 0.3624
C -2.5703 3.8060 0.8296
C -3.8545 4.1914 1.1984
C -1.4094 4.7406 0.9309
C -1.3890 5.7848 1.8501
C -0.2635 6.5862 1.8780
Br -0.1629 8.0140 3.1147
C 0.7910 6.3439 1.0203
C 0.6631 5.2736 0.1465
N -0.4069 4.4971 0.0956
H -5.3819 1.2641 0.4172
H -3.0178 0.7461 -0.1552
H -4.0654 5.1864 1.5618
H -2.1990 5.9492 2.5457
H 1.6878 6.9451 1.0397
H 1.4665 5.0216 -0.5368
C 1.0182 -0.1252 -8.0707
C 0.7469 0.4576 -6.7095
C -0.5463 0.5598 -6.2170
C -0.8134 1.0925 -4.9605
C -2.2312 1.1095 -4.4656
C 0.2522 1.5818 -4.1817
Se -0.1402 2.4815 -2.5551
C 1.5741 1.4456 -4.6463
C 2.7760 1.8562 -3.8401
C 1.7909 0.8913 -5.9042
H 0.0929 -0.4211 -8.5646
H 1.6602 -1.0060 -8.0031
H 1.5265 0.5968 -8.7131
H -1.3725 0.1931 -6.8176
H -2.8846 0.6084 -5.1808
H -2.5955 2.1259 -4.3090
H -2.3060 0.6016 -3.5017
H 2.5308 2.0858 -2.8069
H 3.2458 2.7416 -4.2766
H 3.5171 1.0554 -3.8451
H 2.8125 0.7900 -6.2589
C 3.2389 -4.0308 4.3806
C 3.2277 -2.8612 3.4338
C 2.9784 -3.0369 2.0797
C 3.0136 -1.9707 1.1875
C 2.7460 -2.1886 -0.2760
C 3.3242 -0.7033 1.6709
C 3.5831 -0.4999 3.0274
C 3.9812 0.8586 3.5438
C 3.5095 -1.5808 3.8948
C 3.4862 0.4588 0.7315
O 4.6102 0.8353 0.4565
O 2.4141 1.0307 0.2519
H 2.7635 -4.9023 3.9327
H 2.7142 -3.7961 5.3089
H 4.2628 -4.3065 4.6445
H 2.7372 -4.0262 1.7070
H 2.7641 -3.2509 -0.5200
H 3.4847 -1.6760 -0.8956
H 1.7699 -1.7932 -0.5538
H 3.4916 1.6644 2.9936
H 5.0541 1.0171 3.4220
H 3.7347 0.9581 4.6017
H 3.7012 -1.4224 4.9520
O -0.4324 -0.4078 -0.0403
Si -1.0803 -1.8552 -0.2947
C -0.4956 -3.1059 0.9734
C -0.4738 -2.7110 2.3139
C -0.2096 -3.6143 3.3306
C 0.0514 -4.9430 3.0229
C 0.0847 -5.3468 1.6969
C -0.1821 -4.4335 0.6837
C -0.7327 -2.4757 -2.0290
C -1.2242 -3.6900 -2.5197
C -0.9381 -4.1156 -3.8074
C -0.1485 -3.3282 -4.6386
C 0.3440 -2.1181 -4.1768
C 0.0503 -1.7002 -2.8853
C -2.9665 -1.8047 -0.0894
C -3.5308 -1.5616 1.1691
C -4.9031 -1.5142 1.3550
C -5.7577 -1.7051 0.2756
C -5.2253 -1.9331 -0.9833
C -3.8459 -1.9820 -1.1583
H -0.6390 -1.6703 2.5668
H -0.1948 -3.2780 4.3608
H 0.2521 -5.6549 3.8148
H 0.3213 -6.3747 1.4474
H -0.1404 -4.7669 -0.3462
H -1.8590 -4.3085 -1.8932
H -1.3288 -5.0610 -4.1639
H 0.0789 -3.6582 -5.6450
H 0.9493 -1.4922 -4.8209
H 0.4424 -0.7525 -2.5305
H -2.8871 -1.3994 2.0271
H -5.3074 -1.3251 2.3421
H -6.8314 -1.6707 0.4171
H -5.8813 -2.0742 -1.8337
H -3.4528 -2.1544 -2.1532

=====

What is the stability order? It is #b, #a, from most stable to least stable.